Record 1
H22NeO11 | ωB97M-V with the def2-TZVPD basis set

Results
HOMO level ... -10.440 eV
Frontier orbital gap ... 10.5 eV
ΔE to the lowest compared entry with this formula, charge and spin ... 8.6 kcal per mole
Maximum force ... 1.31 eV/Å

Geometry (Å):
Ne 0.373 -0.112 0.189
O -2.277 1.625 0.850
H -1.545 2.216 1.029
H -2.029 0.802 1.271
O 0.152 0.921 -3.036
H -0.756 0.991 -2.743
H 0.244 1.606 -3.699
O 1.567 2.152 -1.099
H 0.845 2.587 -0.644
H 1.138 1.549 -1.706
O -1.552 -2.807 -0.234
H -0.790 -3.047 0.293
H -1.182 -2.448 -1.041
O 3.149 1.243 1.124
H 2.516 1.492 0.450
H 2.777 1.580 1.939
O -1.226 -0.316 2.879
H -1.964 -0.748 3.309
H -0.601 -1.022 2.710
O 0.561 -2.477 2.163
H 1.375 -2.416 2.662
H 0.159 -3.294 2.460
O 2.017 -2.775 -0.297
H 1.751 -2.471 0.571
H 1.554 -2.199 -0.906
O -2.300 0.563 -1.734
H -2.774 1.269 -2.175
H -2.340 0.791 -0.805
O 0.002 3.271 1.261
H 0.071 4.224 1.323
H 0.736 2.944 1.782
O 0.228 -1.982 -2.351
H 0.038 -1.121 -2.722
H 0.081 -2.593 -3.073

Record 2
C5H7N | ωB97M-V with the def2-TZVPD basis set

Results
HOMO level ... -9.256 eV
Frontier orbital gap ... 10.3 eV
ΔE to the lowest compared entry with this formula, charge and spin ... 87.5 kcal per mole
Maximum force ... 3.92 eV/Å

Geometry (Å):
C -1.579 2.114 -0.436
C 0.096 1.938 1.133
C 0.285 0.872 0.089
C -0.098 -0.415 0.286
C -0.351 -1.309 -0.944
N -1.066 2.424 0.577
H -0.090 1.560 2.101
H 0.974 2.694 1.112
H 0.326 1.424 -0.814
H -0.179 -0.973 1.185
H -0.362 -0.542 -1.693
H -1.343 -1.705 -0.861
H 0.394 -2.036 -1.016

Record 3
C15H21O6S | ωB97M-V with the def2-TZVPD basis set

Results
HOMO level ... -12.222 eV
Frontier orbital gap ... 8.6 eV
Charge ... +1
Maximum force ... 0.65 eV/Å

Geometry (Å):
S -2.365 -0.325 0.680
C -1.738 0.808 -0.592
C -1.068 0.024 -1.712
C 0.425 -0.216 -1.484
C 1.157 1.054 -1.117
C 1.648 1.230 0.176
C 2.289 2.416 0.530
C 2.427 3.419 -0.418
C 1.950 3.247 -1.715
C 1.308 2.063 -2.068
H -2.588 0.511 1.710
H -1.216 -0.882 1.108
H -2.615 1.330 -0.966
H -1.099 1.545 -0.115
H -1.195 0.585 -2.630
H -1.580 -0.930 -1.841
H 0.837 -0.581 -2.422
H 0.616 -1.004 -0.757
H 1.520 0.421 0.881
H 2.656 2.522 1.537
H 2.910 4.347 -0.155
H 2.074 4.018 -2.458
H 0.937 1.909 -3.071
C -3.650 -4.214 -3.022
C -3.001 -5.056 -4.100
O -2.147 -4.107 -4.750
C -1.871 -3.114 -3.889
O -1.061 -2.262 -4.068
O -2.648 -3.213 -2.776
H -3.864 -4.767 -2.111
H -4.560 -3.721 -3.367
H -2.385 -5.859 -3.693
H -3.710 -5.473 -4.810
C 3.048 1.832 5.171
C 1.751 1.512 4.454
O 1.107 0.622 5.364
C 1.604 0.854 6.613
O 1.156 0.399 7.607
O 2.675 1.682 6.542
H 3.409 2.840 4.984
H 3.840 1.118 4.941
H 1.121 2.394 4.317
H 1.899 1.023 3.493

Record 4
C13H22N5O3SSn | ωB97M-V with the def2-TZVPD basis set

Results
HOMO level ... -12.477 eV
Frontier orbital gap ... 9.7 eV
Charge ... +1
Maximum force ... 2.46 eV/Å

Geometry (Å):
Sn 0.482 1.569 -2.251
O 2.149 2.924 1.093
S 2.074 1.492 0.956
O 1.199 0.785 1.850
N 1.895 1.134 -0.620
C 2.949 0.569 -1.278
O 2.790 0.237 -2.434
C 4.059 0.318 -0.302
C 5.247 -0.324 -0.568
C 6.074 -0.580 0.511
C 5.751 -0.173 1.767
C 4.551 0.475 2.056
C 3.697 0.757 0.979
H 5.413 -0.611 -1.617
H 7.021 -1.086 0.426
H 6.399 -0.394 2.629
H 4.277 0.791 3.019
C -4.563 0.606 -0.957
C -3.862 1.108 0.310
N -2.762 0.165 0.728
C -2.852 -0.317 2.095
C -3.828 -1.436 2.364
C -1.578 0.135 0.062
C -0.576 -0.967 0.162
N -1.314 0.925 -0.965
H -4.264 -0.436 -1.151
H -4.389 1.251 -1.803
H -5.619 0.447 -0.777
H -4.571 1.171 1.187
H -3.517 2.171 0.174
H -3.173 0.529 2.734
H -1.877 -0.454 2.518
H -4.862 -1.225 2.152
H -3.851 -1.729 3.402
H -3.682 -2.351 1.735
H -0.475 -1.420 1.122
H 0.363 -0.655 -0.345
H -0.997 -1.823 -0.375
H -1.907 1.743 -1.095
N 0.338 -0.544 -3.099
N -1.029 -0.746 -3.580
H 0.936 -0.634 -3.936
H 0.697 -1.285 -2.475
H -1.573 -0.366 -2.802
H -1.240 -1.746 -3.595

Record 5
C4H6O2 | ωB97M-V with the def2-TZVPD basis set

Results
SMILES ... C[C@H]1O[C@H]1C=O
HOMO level ... -10.145 eV
Frontier orbital gap ... 10.9 eV
ΔE to the lowest compared entry with this formula, charge and spin ... 47.2 kcal per mole
Maximum force ... 0.51 eV/Å

Geometry (Å):
C 0.084 0.157 1.567
C 0.092 0.875 0.228
O 1.249 0.551 -0.520
C -0.002 0.256 -1.115
C -0.366 -1.176 -1.322
O -0.842 -1.565 -2.362
H -0.207 0.833 2.374
H -0.547 -0.733 1.614
H 1.114 -0.160 1.758
H -0.161 1.939 0.227
H -0.215 0.888 -1.977
H -0.199 -1.864 -0.472

Record 6
C3H9BINO4S | ωB97M-V with the def2-TZVPD basis set

Results
HOMO level ... -7.394 eV
Frontier orbital gap ... 4.6 eV
ΔE to the lowest compared entry with this formula, charge and spin ... 0.0 kcal per mole
Maximum force ... 1.92 eV/Å

Geometry (Å):
C -0.140 0.197 -0.446
N 0.775 0.728 0.584
C 1.864 1.536 -0.025
B 1.172 -0.181 1.545
O 1.986 -0.072 2.619
S 0.376 -1.995 1.276
I 1.879 -3.438 2.383
H -0.661 0.984 -0.995
H 0.396 -0.380 -1.210
H -0.939 -0.414 -0.019
H 2.157 2.352 0.634
H 1.482 1.950 -0.955
H 2.749 0.936 -0.242
H 1.611 0.225 3.452
H 0.756 -2.156 -0.008
C -3.010 0.332 -1.983
O -4.197 0.642 -1.950
O -2.702 -0.907 -1.267
O -1.995 0.855 -2.464
H -3.558 -1.193 -0.929

Record 7
C20H24N3NiO3 | ωB97M-V with the def2-TZVPD basis set

Results
HOMO level (alpha / beta) ... -2.208 / -2.402 eV
Frontier orbital gap (alpha / beta) ... 5.3 / 5.5 eV
Charge ... -1
ΔE to the lowest compared entry with this formula, charge and spin ... 12.4 kcal per mole
Maximum force ... 0.81 eV/Å

Geometry (Å):
Ni 0.019 0.362 0.169
O 0.281 0.626 2.214
C 1.245 0.252 2.951
C 1.082 0.230 4.372
C 2.066 -0.189 5.230
C 3.306 -0.619 4.744
C 3.510 -0.594 3.380
C 2.536 -0.157 2.476
C 2.852 -0.113 1.059
N 2.010 -0.066 0.041
C 2.761 -0.065 -1.110
C 4.082 -0.093 -0.796
N 4.133 -0.120 0.582
H 0.119 0.558 4.747
H 1.874 -0.195 6.298
H 4.078 -0.976 5.414
H 4.459 -0.958 2.996
H 2.284 -0.019 -2.074
H 4.969 -0.083 -1.402
H 4.958 -0.072 1.150
O -0.445 0.402 -3.026
C -1.612 -0.385 -3.085
C -1.305 -1.883 -3.068
C -0.560 -2.343 -1.811
C -1.418 -2.356 -0.574
C -2.477 -3.252 -0.454
C -3.242 -3.260 0.703
C -2.921 -2.366 1.719
C -1.855 -1.507 1.527
N -1.119 -1.494 0.407
H -0.414 0.774 -2.102
H -2.138 -0.152 -4.021
H -2.282 -0.130 -2.257
H -0.708 -2.131 -3.951
H -2.248 -2.436 -3.156
H 0.287 -1.680 -1.623
H -0.172 -3.353 -1.973
H -2.688 -3.938 -1.265
H -4.068 -3.953 0.814
H -3.484 -2.334 2.642
H -1.553 -0.780 2.273
C -3.408 1.894 0.644
O -2.571 1.289 -0.312
C -1.175 1.569 -0.244
C -0.944 3.025 0.135
H -3.022 1.748 1.661
H -4.383 1.409 0.568
H -3.545 2.970 0.481
H -1.656 3.704 -0.351
H 0.061 3.320 -0.166
H -1.013 3.175 1.220

Record 8
C32H50AgO22S2 | ωB97M-V with the def2-TZVPD basis set

Results
HOMO level ... -11.188 eV
Frontier orbital gap ... 9.3 eV
Charge ... +1
Maximum force ... 4.69 eV/Å

Geometry (Å):
Ag -0.448 0.514 -0.150
O 0.325 0.558 6.370
C -0.499 0.263 5.530
O -0.300 0.183 4.206
C -1.388 -0.346 3.458
C -2.555 -0.065 4.346
C -1.961 0.019 5.788
H -1.310 -1.415 3.262
H -1.527 0.230 2.543
H -3.334 -0.822 4.250
H -2.940 0.931 4.125
H -2.173 -0.962 6.213
H -2.279 0.880 6.377
O -0.172 2.210 1.489
C 0.030 2.970 2.391
O 1.203 2.920 2.954
C 1.373 4.086 3.795
C -0.067 4.376 4.204
C -0.854 3.997 3.013
H 1.725 5.038 3.397
H 1.970 4.030 4.705
H -0.140 5.445 4.405
H -0.513 3.836 5.039
H -1.039 4.845 2.354
H -1.841 3.637 3.303
O -1.368 -1.242 -1.709
C -1.028 -2.255 -2.287
O 0.288 -2.528 -2.154
C 0.552 -3.683 -2.892
C -0.739 -4.292 -3.357
C -1.779 -3.222 -3.092
H 1.131 -4.415 -2.329
H 1.198 -3.359 -3.709
H -0.877 -5.172 -2.728
H -0.661 -4.679 -4.373
H -2.576 -3.728 -2.547
H -2.244 -2.873 -4.014
O 3.108 0.851 -7.185
C 3.245 1.547 -6.198
O 3.900 1.015 -5.187
C 3.764 1.843 -4.024
C 3.546 3.186 -4.647
C 2.747 2.976 -5.894
H 4.716 1.677 -3.520
H 2.886 1.494 -3.480
H 4.446 3.800 -4.677
H 3.031 3.800 -3.908
H 2.974 3.727 -6.651
H 1.699 2.884 -5.609
O -2.543 1.339 0.139
C -3.537 0.601 0.220
O -4.078 0.347 1.458
C -5.276 -0.329 1.371
C -5.733 -0.320 -0.114
C -4.436 -0.042 -0.918
H -6.005 0.282 1.902
H -5.342 -1.328 1.802
H -6.499 0.448 -0.225
H -6.281 -1.189 -0.480
H -4.641 0.583 -1.787
H -4.107 -1.000 -1.321
O 0.861 -1.537 0.408
C 1.844 -2.124 0.804
O 2.254 -1.898 2.032
C 3.401 -2.699 2.315
C 3.849 -3.185 0.968
C 2.590 -3.239 0.125
H 3.154 -3.603 2.871
H 4.254 -2.133 2.690
H 4.320 -4.167 0.925
H 4.503 -2.515 0.408
H 2.087 -4.204 0.187
H 2.745 -2.915 -0.905
O 1.854 1.004 -0.717
C 2.748 1.594 -0.104
O 2.823 2.857 -0.091
C 3.768 3.469 0.768
C 4.571 2.275 1.201
C 3.764 1.022 0.826
H 3.254 3.876 1.639
H 4.384 4.188 0.228
H 4.921 2.358 2.230
H 5.540 2.306 0.703
H 3.289 0.631 1.726
H 4.330 0.299 0.239
C -1.499 -4.471 0.551
C -1.769 -5.665 1.564
O -3.220 -5.760 1.685
S -4.000 -4.370 1.135
O -4.070 -3.410 2.231
O -5.223 -4.722 0.409
O -2.751 -4.056 0.090
H -0.884 -4.650 -0.331
H -1.169 -3.580 1.086
H -1.432 -5.687 2.600
H -1.481 -6.608 1.099
C -0.600 3.630 -3.469
C -1.045 2.752 -2.222
O -0.498 1.503 -2.575
S -0.571 1.189 -4.231
O -1.955 0.792 -4.525
O 0.531 0.362 -4.717
O -0.300 2.821 -4.616
H 0.309 4.176 -3.214
H -1.337 4.314 -3.889
H -2.106 2.518 -2.139
H -0.806 3.157 -1.239

Record 9
C21H29BClF13IN3NaO12S4 | ωB97M-V with the def2-TZVPD basis set

Results
HOMO level ... -3.946 eV
Frontier orbital gap ... 2.9 eV
Charge ... -1
Maximum force ... 7.75 eV/Å

Geometry (Å):
O 2.449 1.100 -0.025
C 2.526 0.046 -0.556
O 1.871 -1.135 -0.148
C 2.258 -2.229 -1.094
C 0.903 -3.102 -1.065
S 0.988 -4.736 -1.890
O 0.281 -4.636 -3.197
O 0.157 -5.626 -1.056
C 3.362 -2.971 -0.290
C 3.095 -3.401 1.108
C 4.087 -4.153 1.981
N 5.303 -4.512 1.503
C 5.565 -4.101 0.200
C 4.743 -3.354 -0.729
C 2.530 -1.311 -2.322
I 0.712 -0.038 -2.644
S 3.268 -1.775 -3.910
O 4.287 -2.816 -3.935
O 3.966 -0.563 -4.400
C 2.170 -2.277 -5.326
F 1.034 -1.496 -5.587
F 1.859 -3.596 -5.362
F 3.019 -2.123 -6.502
O 3.350 -0.291 -1.699
H 0.016 -2.562 -1.477
H 0.642 -3.308 0.017
H 2.257 -5.278 -1.969
H 2.107 -3.168 1.596
H 3.846 -4.436 3.039
H 6.581 -4.403 -0.183
H 5.117 -3.071 -1.732
Na 1.542 -2.228 -7.832
B 2.284 -7.280 -5.564
F 2.813 -6.377 -6.538
F 0.869 -7.341 -5.705
F 2.841 -8.570 -5.765
F 2.616 -6.809 -4.260
C -4.645 5.572 0.489
C -5.225 4.371 -0.251
C -4.653 2.996 0.090
N -3.170 2.750 -0.220
C -2.328 3.188 0.977
C -0.834 3.145 0.693
C -0.482 3.917 -0.566
C -1.251 3.363 -1.753
C -2.749 3.430 -1.513
C -3.026 1.246 -0.382
H -3.613 5.781 0.204
H -5.224 6.465 0.248
H -4.689 5.426 1.570
H -5.182 4.545 -1.329
H -6.293 4.330 -0.013
H -5.213 2.259 -0.490
H -4.797 2.761 1.148
H -2.622 4.202 1.240
H -2.582 2.533 1.814
H -0.301 3.573 1.545
H -0.487 2.111 0.607
H 0.592 3.858 -0.754
H -0.725 4.977 -0.428
H -0.936 2.339 -1.965
H -1.009 3.949 -2.644
H -3.307 2.963 -2.327
H -3.033 4.479 -1.449
H -3.622 0.935 -1.240
H -3.391 0.769 0.527
H -1.982 0.993 -0.546
C -1.854 1.308 9.107
F -2.171 2.012 10.206
F -0.658 0.736 9.343
F -2.744 0.298 9.022
S -1.839 2.341 7.598
O -0.826 3.335 7.853
O -3.185 2.851 7.495
N -1.446 1.188 6.575
S -1.328 1.683 5.079
O -0.213 2.547 4.774
O -2.573 2.042 4.423
C -0.873 0.074 4.340
F -1.817 -0.865 4.547
F 0.264 -0.417 4.858
F -0.691 0.157 3.004
O 2.659 2.444 -3.271
H 3.294 1.738 -3.458
H 3.053 2.922 -2.531
Cl 2.409 -5.695 1.071

Record 10
C6H10 | ωB97M-V with the def2-TZVPD basis set

Results
SMILES ... C1=C2C[C@H]2CC1.[H][H]
HOMO level ... -8.410 eV
Frontier orbital gap ... 9.5 eV
ΔE to the lowest compared entry with this formula, charge and spin ... 83.6 kcal per mole
Maximum force ... 0.31 eV/Å

Geometry (Å):
C -1.527 0.613 0.463
C -0.364 1.005 -0.471
C 1.098 1.312 -0.132
C 1.754 -0.099 0.055
C 0.555 -1.002 0.335
C -0.563 -0.380 -0.031
H -1.493 0.813 1.533
H -2.522 0.717 0.032
H -0.717 1.277 -1.464
H 1.563 1.872 -0.950
H 1.210 1.922 0.772
H 2.421 -0.127 0.925
H 2.378 -0.387 -0.800
H -2.443 -3.098 -0.644
H 0.603 -1.901 0.944
H -1.953 -2.539 -0.566

Record 11
C8H9NO2 | ωB97M-V with the def2-TZVPD basis set

Results
HOMO level (alpha / beta) ... -9.414 / -8.883 eV
Frontier orbital gap (alpha / beta) ... 8.4 / 8.2 eV
ΔE to the lowest compared entry with this formula, charge and spin ... 120.7 kcal per mole
Maximum force ... 1.43 eV/Å

Geometry (Å):
C -1.600 -1.484 -0.136
C 0.144 1.850 -0.017
C 1.378 1.285 -0.746
C 1.328 -0.200 -1.098
C 0.893 -1.043 0.100
C -0.884 0.086 1.788
C -0.514 -0.617 0.472
C -0.667 0.818 0.542
N -2.651 -0.987 -0.598
O -0.042 3.045 0.065
O -3.118 0.141 -0.648
H -1.434 -2.543 -0.205
H 1.539 1.881 -1.643
H 2.220 1.480 -0.072
H 0.632 -0.361 -1.922
H 2.322 -0.514 -1.427
H 0.951 -2.108 -0.131
H 1.548 -0.847 0.952
H -1.891 -0.084 2.144
H -0.154 0.202 2.582

Record 12
C4H11N3O | ωB97M-V with the def2-TZVPD basis set

Results
HOMO level ... -7.260 eV
Frontier orbital gap ... 8.3 eV
ΔE to the lowest compared entry with this formula, charge and spin ... 147.5 kcal per mole
Maximum force ... 3.42 eV/Å

Geometry (Å):
C 0.381 1.668 0.529
C 1.533 1.306 -0.360
N -0.787 0.034 0.135
C -0.174 -1.238 -0.023
N -1.939 0.233 -0.626
N 0.684 -1.529 1.028
C -0.410 -2.016 -1.090
O -0.780 0.595 1.464
H -2.730 -0.142 -0.096
H -2.074 1.235 -0.715
H 0.960 -2.497 1.083
H 0.354 -1.128 1.899
H 0.716 2.040 1.493
H -0.328 2.366 0.091
H -1.044 -1.681 -1.892
H 0.126 -2.946 -1.207
H 2.193 2.180 -0.407
H 2.102 0.476 0.061
H 1.215 1.044 -1.368

Number 1: M 218.345 g mol⁻¹. Number 2: M 81.118 g mol⁻¹. Number 3: M 329.394 g mol⁻¹. Number 4: M 447.129 g mol⁻¹. Number 5: M 86.090 g mol⁻¹. Number 6: M 292.891 g mol⁻¹. Number 7: M 413.123 g mol⁻¹. Number 8: M 958.732 g mol⁻¹. Number 9: M 1086.873 g mol⁻¹. Number 10: M 82.146 g mol⁻¹. Number 11: M 151.165 g mol⁻¹. Number 12: M 117.152 g mol⁻¹.